DFT (ωB97M-V/def2-TZVPD) results for a molecular structure, C39H49F4N8SSiSn.

Calculated values
Kohn-Sham gap ... 6.5 eV
E_HOMO ... -4.07 eV
E_LUMO ... 2.46 eV
Charge ... -1
Spin multiplicity ... 1

Atoms and positions in Å:
1 Sn -0.079142 -0.232720 -0.119006
2 C 3.544651 0.666171 -1.611352
3 Si 2.213487 1.641849 -2.489701
4 C 2.611168 1.547956 -4.325544
5 C 2.459609 3.434846 -1.945137
6 N 0.656646 1.016770 -2.161607
7 C -0.420792 1.402108 -2.920951
8 C -0.534394 2.623606 -3.628696
9 C -1.642504 2.961936 -4.394015
10 C -2.722809 2.099281 -4.510429
11 C -2.659994 0.879731 -3.841833
12 C -1.552150 0.575296 -3.090885
13 F -1.532763 -0.653278 -2.487543
14 H 4.417655 1.299143 -1.423952
15 H 3.882031 -0.191072 -2.194855
16 H 3.177736 0.278170 -0.662296
17 H 3.542723 2.069458 -4.570518
18 H 1.810699 1.977003 -4.935648
19 H 2.722528 0.498228 -4.618605
20 H 3.524320 3.680422 -1.866446
21 H 1.999478 3.593551 -0.962682
22 H 2.004071 4.149660 -2.637383
23 H 0.280786 3.332466 -3.543104
24 H -1.658995 3.919019 -4.902355
25 H -3.589840 2.359984 -5.103491
26 H -3.467088 0.157914 -3.891084
27 S -0.448386 -1.998003 3.972184
28 C -1.481981 -2.574656 2.722817
29 C -2.394491 -3.642065 2.985618
30 C -3.261322 -4.094630 2.025446
31 C -3.266328 -3.485751 0.763622
32 C -2.365867 -2.466403 0.569343
33 N -1.486535 -2.025709 1.482962
34 H -2.378371 -4.068988 3.978860
35 H -3.950045 -4.903435 2.246755
36 H -3.940797 -3.791025 -0.025503
37 H -2.336137 -1.952569 -0.391981
38 C 1.524597 -4.070059 2.228692
39 N 1.681194 -4.320994 0.809223
40 C 1.987952 -5.689207 0.455682
41 C 1.854171 -3.297938 -0.095386
42 N 2.298825 -2.115876 0.167052
43 C 3.052731 -1.848731 1.305418
44 C 4.140573 -2.649197 1.677692
45 C 4.839374 -2.439467 2.854708
46 C 4.437808 -1.416577 3.705557
47 C 3.404405 -0.581417 3.318884
48 C 2.749190 -0.718783 2.090209
49 N 1.725521 0.185611 1.712096
50 C 1.732193 1.424280 2.114009
51 N 2.832217 2.203978 2.393895
52 C 2.823013 3.088443 3.540437
53 C 4.140500 1.982840 1.819342
54 N 0.525784 2.048439 2.272152
55 C 0.312274 3.442358 1.942883
56 C -0.586154 1.371695 2.937569
57 N 1.413505 -3.603260 -1.367318
58 C 1.835290 -2.817334 -2.511299
59 C 0.183836 -4.350984 -1.574425
60 H 2.444758 -4.285217 2.783845
61 H 0.723585 -4.706036 2.612986
62 H 1.248458 -3.035624 2.420478
63 H 2.834765 -6.047400 1.053568
64 H 2.249785 -5.762275 -0.596839
65 H 1.138082 -6.351811 0.651538
66 H 4.415912 -3.465473 1.017843
67 H 5.664333 -3.090072 3.119146
68 H 4.919899 -1.271796 4.664346
69 H 3.065499 0.196998 3.994404
70 H 1.840745 3.097399 4.005062
71 H 3.088943 4.110895 3.255129
72 H 3.551591 2.742698 4.283108
73 H 4.077603 1.304854 0.981114
74 H 4.834138 1.559345 2.551804
75 H 4.539323 2.939837 1.468771
76 H 1.186074 3.854108 1.443280
77 H 0.097959 4.039523 2.837290
78 H -0.546221 3.519543 1.270220
79 H -0.317402 0.337799 3.169236
80 H -1.474905 1.376650 2.310013
81 H -0.812121 1.895301 3.874747
82 H 2.645282 -2.165266 -2.217810
83 H 1.024091 -2.189155 -2.886507
84 H 2.165906 -3.483636 -3.315178
85 H -0.174921 -4.761855 -0.635850
86 H 0.339898 -5.167410 -2.286935
87 H -0.590281 -3.691963 -1.978194
88 F -8.294598 4.327499 -2.341439
89 C -8.242561 3.426097 -1.344954
90 F -8.851339 3.985168 -0.278312
91 F -9.021449 2.387881 -1.718284
92 C -6.844050 2.996860 -1.030967
93 C -5.796726 3.298531 -1.887375
94 C -4.515426 2.858457 -1.594873
95 C -4.266916 2.104516 -0.446025
96 C -5.335382 1.807176 0.408661
97 C -6.612939 2.246978 0.116917
98 C -2.939577 1.645271 -0.151225
99 C -1.799097 1.286959 0.078087
100 H -5.979801 3.884539 -2.777799
101 H -3.689243 3.092126 -2.253208
102 H -5.142234 1.224282 1.299286
103 H -7.435098 2.015612 0.782816

Cartesian forces (eV/Å) of the 6 atoms listed first:
0.3 -0.2 -0.3
0.0 -0.1 0.1
0.1 0.1 -0.1
-0.1 0.0 -0.2
0.0 0.2 0.1
-0.4 -0.1 0.3